(1)
Molecular formula: C34H30BrDyNO4P
Method: DFT, the ωB97M-V functional and the def2-TZVPD basis

Structure (XYZ):
```
72
Properties=species:S:1:pos:R:3:lowdin_spin:R:1
Dy -1.12048 -0.11422 -0.64781 5.075
C -1.37984 -2.73694 -1.54849 -0.007
C -2.04117 -2.72871 -0.29729 -0.006
C -3.17474 -1.89078 -0.41124 -0.008
C -3.20937 -1.37789 -1.72898 -0.008
C -2.10191 -1.90757 -2.43112 -0.007
H -0.48558 -3.29313 -1.78688 0.000
H -1.74188 -3.28244 0.57968 0.000
H -3.89702 -1.68590 0.36504 0.000
H -3.97756 -0.74617 -2.14556 0.000
H -1.87452 -1.73199 -3.47006 0.000
O -3.93078 1.49295 2.26858 0.000
C -2.84927 1.00080 1.99455 -0.001
O -2.19867 1.13985 0.88029 -0.013
C -2.14198 0.11228 3.03629 -0.001
P -0.71887 -0.70182 2.21486 -0.009
C 0.66853 0.39835 2.75127 0.000
C 0.89055 1.56054 2.00762 0.000
C 1.89464 2.45438 2.35439 0.000
C 2.70661 2.19300 3.45005 0.000
C 2.50115 1.03919 4.19672 0.000
C 1.48711 0.15189 3.84822 0.000
C -0.36009 -2.24496 3.13697 -0.001
C -1.14085 -2.76951 4.16080 -0.001
C -0.83783 -4.00984 4.72583 0.000
C 0.25352 -4.73463 4.27239 0.000
C 1.04392 -4.21496 3.25096 0.000
C 0.74156 -2.98369 2.68361 0.000
H -2.87823 -0.58911 3.42724 0.000
H -1.81188 0.74577 3.85867 0.000
H 0.27474 1.80191 1.15063 0.000
H 2.03850 3.34404 1.75258 0.000
H 3.50121 2.88134 3.71520 0.000
H 3.13246 0.82231 5.05109 0.000
H 1.34678 -0.75148 4.43227 0.000
H -1.99532 -2.21668 4.53258 0.000
H -1.46158 -4.40300 5.52050 0.000
H 0.48700 -5.70015 4.70744 0.000
H 1.89478 -4.77306 2.87660 0.000
H 1.36263 -2.60243 1.87231 0.000
Br 4.93294 -3.59924 -4.65169 0.000
C 3.63733 -2.36154 -3.97565 0.000
C 3.06909 -1.44410 -4.84229 0.000
C 2.13747 -0.54844 -4.34060 0.000
C 1.76907 -0.57390 -2.99435 0.000
C 2.35393 -1.50356 -2.15055 0.000
C 3.29969 -2.40047 -2.63369 0.000
C 1.99435 -1.56977 -0.66745 0.000
O 2.70878 -2.25295 0.06958 0.001
O 0.97550 -0.90052 -0.30111 -0.012
H 3.35060 -1.43500 -5.88758 0.000
H 1.67709 0.18116 -4.99763 0.000
H 1.02461 0.14174 -2.63365 0.000
H 3.75338 -3.10086 -1.94649 0.000
C -3.31954 2.59974 -2.50325 0.001
C -2.06285 3.39980 -2.34014 0.002
C -2.10221 4.78415 -2.40068 0.000
C -0.96345 5.58039 -2.23813 0.005
C 0.23931 4.91582 -1.99926 0.000
C 0.33101 3.53040 -1.93806 0.003
C 1.67232 2.88688 -1.71002 0.001
C -0.82726 2.68848 -2.12405 0.001
N -0.76337 1.33960 -2.11357 -0.016
H -4.16877 3.26043 -2.70787 0.000
H -3.55011 2.02249 -1.60356 0.000
H -3.22302 1.86364 -3.30966 0.000
H -3.06574 5.26127 -2.57036 0.000
H -1.01686 6.66247 -2.27520 0.000
H 1.14865 5.49809 -1.84983 0.000
H 2.34618 3.56066 -1.16855 0.000
H 2.17393 2.61231 -2.64912 0.000
H 1.57172 1.95328 -1.15339 0.000
```

Computed properties:
⟨S²⟩ = 9.348
total charge = -2
HOMO (spin up / spin down) = -0.4 / -0.4 eV
multiplicity = 6
frontier orbital gap (spin up / spin down) = 4.251 / 4.293 eV

***

(2)
Molecular formula: C34H30BrN7O4Pd
Method: DFT, the ωB97M-V functional and the def2-TZVPD basis

Structure (XYZ):
```
77
Properties=species:S:1:pos:R:3:mulliken_charge:R:1
Pd -0.04153 0.62895 -0.53072 -0.421
Br -4.65972 -4.69816 5.88640 -0.255
C -5.36664 -3.64212 4.46281 0.185
C -4.94423 -2.33391 4.29746 -0.659
C -5.46346 -1.56696 3.26446 0.022
C -6.44631 -2.07973 2.39641 -0.205
C -6.83687 -3.41320 2.58878 0.028
C -6.30246 -4.19113 3.60319 -0.484
N -7.18100 -1.32222 1.48503 -0.927
N -6.75813 -0.21482 0.97908 -0.388
C -5.47622 0.14227 0.72855 0.043
C -5.33587 1.55385 0.56563 -0.206
C -4.14583 2.19780 0.48778 -1.004
C -2.90819 1.45870 0.51927 0.622
O -1.81006 1.98749 0.66254 -0.568
C -3.03750 -0.02353 0.34766 0.260
N -1.90853 -0.67314 0.01267 -0.375
C -1.92393 -1.99067 -0.10054 -0.437
C -3.10240 -2.72008 0.04207 -1.035
C -4.27753 -2.06455 0.32092 -0.438
C -4.27944 -0.67103 0.51543 1.160
H -4.20259 -1.91494 4.96448 0.391
H -5.12289 -0.54871 3.13270 0.372
H -7.58695 -3.82436 1.92287 0.407
H -6.61642 -5.21951 3.72860 0.375
H -6.26188 2.11774 0.59568 0.391
H -4.08336 3.27845 0.44970 0.372
H -0.97069 -2.45450 -0.33293 0.526
H -3.08928 -3.79557 -0.08587 0.413
H -5.19721 -2.62236 0.36657 0.619
O 2.64007 0.32803 0.37259 -0.226
C 3.37972 -0.84543 0.17115 2.381
C 2.40286 -2.08731 -0.01040 0.143
O 2.95994 -3.18280 -0.19195 -0.748
O 1.18364 -1.78814 -0.00433 -0.452
C 4.23349 -1.13432 1.39895 -0.746
C 5.29625 -2.03969 1.36973 0.014
C 6.01035 -2.33284 2.52339 -0.853
C 5.67334 -1.73481 3.73390 -0.349
C 4.60836 -0.84760 3.77382 -0.767
C 3.89549 -0.55267 2.61514 -0.480
C 4.18340 -0.64573 -1.11508 -0.172
C 5.44223 -0.05175 -1.09542 -0.247
C 6.14530 0.18714 -2.27147 -0.804
C 5.59087 -0.16379 -3.49431 -0.325
C 4.32374 -0.73666 -3.52702 -0.917
C 3.62755 -0.97134 -2.34980 -0.136
H 1.68290 0.07617 0.22930 0.008
H 5.53843 -2.53496 0.43912 0.476
H 6.82701 -3.04494 2.48126 0.347
H 6.23225 -1.96295 4.63425 0.366
H 4.32159 -0.38703 4.71248 0.382
H 3.06037 0.13520 2.63688 0.422
H 5.87943 0.22789 -0.14329 0.456
H 7.12574 0.65036 -2.23132 0.363
H 6.13559 0.01420 -4.41428 0.369
H 3.87454 -1.00642 -4.47551 0.377
H 2.63307 -1.40179 -2.38625 0.389
C 1.40043 6.20073 -0.96362 -1.540
C 1.45994 5.25365 0.23252 0.727
C 2.82280 4.56548 0.31910 -1.558
C 0.31140 4.24529 0.19916 -1.303
N 0.25733 3.48175 -1.03036 1.434
C 0.91571 2.31321 -1.33274 -0.336
N 0.34048 1.82901 -2.45655 -0.480
N -0.72207 2.67081 -2.72610 -0.582
N -0.77719 3.63138 -1.89010 -0.387
H 2.17458 6.97065 -0.88897 0.444
H 0.42684 6.69343 -1.03462 0.358
H 1.55918 5.64642 -1.89183 0.295
H 1.31266 5.84389 1.14424 0.345
H 3.08006 4.09563 -0.63430 0.309
H 2.83216 3.78421 1.08467 0.363
H 3.60975 5.28793 0.55699 0.447
H -0.64738 4.75133 0.29067 0.468
H 0.38649 3.54200 1.02819 0.426
H 1.94942 2.14583 -1.05566 0.515
```

Computed properties:
total charge = -2
HOMO = -1.6 eV
frontier orbital gap = 5.416 eV
energy relative to the best compared isomer or geometry (same formula, charge and spin) = 0.225 eV

***

(3)
Molecular formula: C34H30Cl6F4MoN4O2S
Method: DFT, the ωB97M-V functional and the def2-TZVPD basis

Structure (XYZ):
```
82
Properties=species:S:1:pos:R:3:lowdin_spin:R:1
Mo 0.55219 -0.68191 1.70799 1.873
C -1.98911 -0.17461 4.20469 0.006
C -0.51321 -0.08041 4.58499 0.003
N 0.32949 -1.07221 3.88049 0.013
C -0.18021 -2.44861 4.14759 0.012
C -0.35751 -2.84201 5.61259 0.002
C 1.73589 -0.93421 4.30249 0.021
C 2.62249 -1.78391 3.37649 0.006
N 1.92229 -1.96241 2.09629 -0.056
C 2.28669 -3.14431 1.45029 0.003
C 1.28489 -3.87611 0.79609 -0.008
F 0.03159 -3.32681 0.79119 0.021
C 1.50569 -5.12981 0.25049 0.002
F 0.49909 -5.76641 -0.33511 0.002
C 2.75779 -5.71751 0.33109 -0.013
C 3.77889 -5.00631 0.93949 0.001
F 4.98659 -5.53951 1.02229 0.002
C 3.56159 -3.73831 1.47729 -0.010
F 4.59269 -3.07701 2.01739 -0.003
H -2.48201 0.76249 4.45019 0.000
H -2.49341 -0.95831 4.76359 0.000
H -2.11511 -0.36781 3.13419 0.004
H -0.41171 -0.22231 5.66619 0.000
H -0.12741 0.91759 4.34669 0.000
H 0.50169 -3.16441 3.67959 0.002
H -1.14651 -2.54051 3.64349 0.004
H 0.57389 -2.81871 6.16959 0.000
H -0.71381 -3.86831 5.63989 0.000
H -1.08751 -2.22281 6.12609 0.000
H 1.88119 -1.25481 5.34169 0.003
H 2.01729 0.12469 4.22549 0.004
H 2.81539 -2.76651 3.83039 -0.001
H 3.59619 -1.29481 3.23979 -0.003
H 2.93389 -6.70441 -0.06461 -0.001
Cl -2.67011 6.03529 2.51649 -0.003
C -1.99731 4.49049 2.23429 -0.006
C -0.65831 4.24789 2.55319 0.001
C -0.13811 2.98489 2.36149 -0.004
Cl 1.48439 2.57499 2.77159 0.017
C -0.92571 1.93659 1.84469 0.004
O -0.40951 0.73389 1.71749 0.001
C -2.26401 2.21509 1.51279 -0.005
Cl -3.23351 0.92589 0.89699 0.001
C -2.79351 3.47489 1.70289 0.001
H -0.04621 5.03829 2.95959 0.000
H -3.82171 3.66429 1.44319 0.000
Cl -5.40391 3.77649 -7.16801 0.000
C -4.12981 3.06629 -6.26301 0.000
C -3.15141 2.30309 -6.89451 0.000
C -2.14291 1.72839 -6.14371 0.000
C -2.08681 1.87619 -4.76011 0.000
C -0.97831 1.22329 -3.95411 0.000
C -1.53231 -0.03081 -3.22951 0.000
N -0.55811 -0.55311 -2.30891 0.008
C 0.46919 -1.41351 -2.54641 0.009
C 1.13389 -1.56451 -1.36411 0.005
N 0.51249 -0.81351 -0.40211 0.030
C -0.49251 -0.19701 -1.02691 0.027
O -0.46581 2.08309 -2.95161 0.000
C 0.69719 2.81169 -3.30561 0.000
C 1.93739 1.97859 -3.14031 0.001
C 2.38619 1.50719 -1.93611 0.000
Cl 1.73539 1.87759 -0.39731 0.018
S 3.81309 0.53129 -2.08041 0.001
C 3.82089 0.78819 -3.77601 0.001
C 2.78279 1.55359 -4.19551 0.000
C -3.08781 2.63229 -4.14631 0.000
Cl -3.14351 2.81289 -2.42981 0.000
C -4.08921 3.23909 -4.88421 0.000
H -3.17761 2.16279 -7.96251 0.000
H -1.38671 1.14029 -6.64231 0.000
H -0.17401 0.90569 -4.63421 0.000
H -1.81411 -0.79011 -3.96021 0.000
H -2.41401 0.27389 -2.66081 0.000
H 0.64819 -1.85291 -3.50461 0.000
H 2.01969 -2.13951 -1.17071 0.000
H -1.15871 0.53289 -0.59631 0.001
H 0.71039 3.66169 -2.61871 0.000
H 0.63109 3.18409 -4.33231 0.000
H 4.61589 0.38049 -4.36561 0.000
H 2.63889 1.84959 -5.21821 0.000
H -4.84101 3.83299 -4.38971 0.000
```

Computed properties:
⟨S²⟩ = 2.042
total charge = +2
HOMO (spin up / spin down) = -13.1 / -13.1 eV
multiplicity = 3
frontier orbital gap (spin up / spin down) = 5.476 / 5.803 eV
energy relative to the best compared isomer or geometry (same formula, charge and spin) = 2.316 eV

***

Taking the records one at a time from the top gives maximum force values of 1.23 0.95 4.59 eV Å⁻¹.